{
  "formula": "CH3NO4",
  "method": "ωB97M-V/def2-TZVPD",
  "gap_ev": 11.61,
  "homo_energy_ev": -11.270,
  "smiles": "O=[NH+][O-].O=CO",
  "charge": 0,
  "species": ["C", "N", "O", "O", "O", "O", "H", "H", "H"],
  "xyz": [[-1.755198, -0.298073, 0.076930], [2.067734, -0.143643, -0.076643], [3.035864, -0.679350, 0.367055], [-1.783182, 1.018402, 0.161383], [-0.916149, -1.028441, -0.348435], [1.796685, 1.036085, -0.232300], [-2.711864, -0.657827, 0.633671], [-0.995391, 1.620425, -0.094061], [1.261503, -0.867578, -0.487600]],
  "forces_ev_per_a": [[-1.51, -0.44, 1.69], [-3.37, -1.86, -2.22], [0.80, 0.46, 0.52], [1.08, 2.26, -0.31], [0.62, -0.04, -0.46], [0.61, -0.47, 0.55], [1.31, 0.33, -1.14], [-1.24, -2.15, 0.20], [1.70, 1.91, 1.18]],
  "nbo_charge": [0.679, 0.393, -0.340, -0.698, -0.609, -0.403, 0.113, 0.525, 0.339]
}

{
  "formula": "C5H11N",
  "method": "ωB97M-V/def2-TZVPD",
  "gap_ev": 10.72,
  "homo_energy_ev": -9.485,
  "smiles": "C1=NC1.[H][H].C=CC",
  "charge": 0,
  "species": ["C", "C", "C", "N", "C", "C", "H", "H", "H", "H", "H", "H", "H", "H", "H", "H", "H"],
  "xyz": [[-1.519176, 0.242181, 1.135124], [-1.126402, 0.899698, 0.046183], [-1.517172, 0.533538, -1.351290], [1.624923, 0.300602, -0.831891], [2.237070, 0.184562, 0.548273], [2.006508, -0.827897, -0.450665], [-0.148760, -1.617807, 0.908327], [-1.242631, 0.562735, 2.134659], [-2.158336, -0.636322, 1.067081], [-0.493977, 1.779547, 0.155427], [-1.924897, -0.479326, -1.403668], [-0.653662, 0.597013, -2.014240], [-2.279047, 1.218662, -1.735965], [1.556771, 0.274973, 1.392471], [3.217135, 0.636827, 0.675423], [2.055196, -1.846025, -0.817640], [0.289725, -2.198882, 0.741992]],
  "forces_ev_per_a": [[-0.08, 0.22, -0.12], [-0.22, -0.03, 0.27], [-0.01, -0.05, -0.09], [0.08, -0.39, -0.12], [0.16, 0.17, 0.45], [0.05, 0.19, -0.42], [0.13, -0.21, -0.03], [0.02, 0.00, -0.10], [0.07, 0.12, -0.03], [-0.08, -0.10, 0.00], [0.01, 0.07, 0.05], [-0.05, -0.01, 0.01], [0.05, 0.00, 0.04], [0.02, 0.02, -0.07], [-0.05, -0.10, 0.02], [0.01, 0.17, 0.04], [-0.11, -0.07, 0.12]],
  "nbo_charge": [-0.441, -0.146, -0.658, -0.321, -0.323, 0.064, 0.018, 0.200, 0.191, 0.202, 0.206, 0.235, 0.218, 0.185, 0.182, 0.212, -0.024]
}

{
  "formula": "C28H35N5O",
  "method": "ωB97M-V/def2-TZVPD",
  "gap_ev": 8.97,
  "homo_energy_ev": -8.302,
  "smiles": "O=C(NCCC1=CCCCC1)C1CCN(Cc2cnn(-c3ccccc3)c2-n2cccc2)CC1",
  "charge": 0,
  "species": ["O", "C", "N", "H", "C", "H", "H", "C", "C", "C", "C", "C", "C", "C", "H", "H", "H", "H", "H", "H", "H", "H", "H", "H", "H", "C", "C", "C", "N", "C", "C", "H", "H", "H", "H", "C", "C", "C", "N", "N", "C", "H", "C", "C", "C", "C", "C", "C", "H", "H", "H", "H", "H", "N", "C", "C", "C", "C", "H", "H", "H", "H", "H", "H", "H", "H", "H", "H", "H"],
  "xyz": [[-4.275599, 0.883389, -3.218452], [-3.123902, 0.600566, -2.951122], [-2.079426, 1.343824, -3.367258], [-1.144263, 1.131738, -3.057828], [-2.238199, 2.613751, -4.034344], [-3.311038, 2.800461, -4.114690], [-1.813002, 2.550973, -5.042767], [-1.546944, 3.733579, -3.241632], [-0.070420, 3.466145, -3.132418], [0.446396, 2.817568, -2.096136], [1.897219, 2.475181, -1.948887], [2.760832, 3.256020, -2.934990], [2.123948, 3.216522, -4.319416], [0.775584, 3.930238, -4.284984], [0.933743, 5.009805, -4.188803], [0.239653, 3.768630, -5.223608], [1.979084, 2.176197, -4.619694], [2.777817, 3.690726, -5.053718], [2.837862, 4.294697, -2.607198], [3.768042, 2.836196, -2.964667], [2.023338, 1.398734, -2.114724], [2.218011, 2.674350, -0.923231], [-0.193619, 2.499028, -1.283288], [-1.721252, 4.682292, -3.751413], [-1.995858, 3.783613, -2.248385], [-2.789930, -0.657274, -2.150545], [-1.325759, -0.883493, -1.785694], [-1.201988, -2.177265, -0.982311], [-1.994540, -2.096318, 0.227530], [-3.400484, -1.942740, -0.089849], [-3.608467, -0.642861, -0.855980], [-3.276681, 0.189369, -0.232068], [-4.663827, -0.505307, -1.091281], [-3.777799, -2.793402, -0.687948], [-3.964794, -1.909836, 0.845799], [-1.729674, -3.201280, 1.127491], [-0.371435, -3.082685, 1.736757], [0.302881, -1.929364, 2.104542], [1.506434, -2.319491, 2.619344], [1.635568, -3.649151, 2.581309], [0.520859, -4.117325, 2.065544], [0.384740, -5.172714, 1.937697], [2.524450, -1.538861, 3.190508], [3.843791, -1.944711, 3.023504], [4.865624, -1.207957, 3.591888], [4.578235, -0.067560, 4.323956], [3.261837, 0.323453, 4.503708], [2.229698, -0.410643, 3.948427], [1.206335, -0.113425, 4.115715], [3.032714, 1.201421, 5.088579], [5.377828, 0.510333, 4.762123], [5.889604, -1.523773, 3.460525], [4.043904, -2.840424, 2.457047], [-0.052333, -0.600509, 1.939863], [0.742129, 0.376907, 1.408310], [0.036611, 1.545355, 1.397809], [-1.238851, 1.268955, 1.936326], [-1.264000, -0.057876, 2.254030], [-2.039280, -0.655437, 2.686850], [-2.037673, 1.971104, 2.072454], [0.390336, 2.498078, 1.056033], [1.739572, 0.164354, 1.076151], [-1.812740, -4.183530, 0.625799], [-2.483821, -3.178201, 1.923032], [-1.516450, -3.033172, -1.610801], [-0.157634, -2.336027, -0.700129], [-0.962887, -0.062610, -1.163402], [-0.701096, -0.968345, -2.678137], [-3.137888, -1.499605, -2.762820]],
  "forces_ev_per_a": [[-0.43, 0.04, 0.01], [0.23, -0.43, 0.02], [0.40, 0.19, -0.05], [-0.10, -0.13, 0.06], [-0.14, 0.20, -0.06], [0.15, -0.02, -0.07], [-0.10, 0.06, 0.03], [0.02, -0.25, -0.01], [-0.22, 0.25, -0.05], [0.13, -0.09, 0.17], [0.14, 0.09, -0.06], [-0.01, -0.27, -0.06], [0.04, 0.29, 0.04], [0.21, -0.22, -0.03], [-0.06, 0.04, -0.08], [-0.05, 0.07, -0.03], [0.01, -0.06, -0.06], [0.00, -0.07, -0.05], [0.05, 0.06, 0.03], [0.02, 0.07, 0.03], [0.07, -0.02, 0.08], [0.01, -0.06, 0.02], [-0.21, 0.00, 0.06], [-0.03, 0.07, 0.01], [-0.05, 0.04, 0.00], [-0.10, 0.24, 0.18], [-0.11, -0.32, -0.10], [0.26, 0.24, -0.07], [-0.11, -0.31, -0.11], [-0.05, 0.28, 0.06], [-0.18, -0.30, -0.16], [-0.01, 0.06, 0.04], [0.02, 0.04, 0.00], [-0.02, 0.00, 0.05], [-0.01, -0.07, -0.02], [-0.04, 0.08, 0.02], [0.08, 0.33, 0.11], [-0.10, -0.96, -0.17], [-0.77, 0.01, -0.27], [0.51, -0.50, 0.21], [-0.06, 0.48, 0.00], [0.00, -0.25, -0.02], [0.67, 0.34, 0.40], [-0.17, -0.01, -0.10], [0.00, 0.04, 0.02], [0.06, 0.05, 0.04], [0.05, 0.02, 0.00], [-0.06, -0.17, -0.03], [-0.11, 0.02, -0.01], [-0.03, 0.07, 0.05], [0.07, 0.05, 0.04], [0.08, -0.04, -0.02], [0.02, -0.06, -0.05], [0.06, 0.16, 0.06], [0.29, 0.37, -0.41], [0.26, -0.03, -0.11], [-0.24, -0.10, 0.16], [-0.34, 0.25, 0.30], [-0.14, -0.16, 0.06], [-0.19, 0.07, 0.05], [0.13, 0.14, -0.08], [0.15, -0.07, -0.02], [-0.06, 0.06, 0.07], [-0.02, -0.05, -0.12], [0.02, 0.00, 0.04], [-0.05, -0.04, -0.06], [0.09, 0.09, 0.02], [0.05, 0.05, -0.02], [0.01, 0.07, 0.00]],
  "nbo_charge": [-0.644, 0.691, -0.627, 0.410, -0.216, 0.242, 0.184, -0.436, 0.029, -0.223, -0.435, -0.392, -0.390, -0.445, 0.212, 0.210, 0.195, 0.208, 0.197, 0.208, 0.205, 0.212, 0.208, 0.214, 0.216, -0.302, -0.414, -0.219, -0.442, -0.212, -0.401, 0.210, 0.236, 0.161, 0.199, -0.228, -0.145, 0.319, -0.198, -0.258, -0.023, 0.209, 0.207, -0.233, -0.201, -0.218, -0.190, -0.245, 0.229, 0.217, 0.215, 0.217, 0.238, -0.364, -0.062, -0.299, -0.301, -0.028, 0.217, 0.225, 0.223, 0.223, 0.180, 0.208, 0.160, 0.210, 0.216, 0.209, 0.219]
}

{
  "formula": "C2H3N3O3",
  "method": "ωB97M-V/def2-TZVPD",
  "gap_ev": 10.47,
  "homo_energy_ev": -9.966,
  "smiles": "Nn1oc(O)nc1=O",
  "charge": 0,
  "species": ["C", "C", "H", "H", "H", "N", "N", "N", "O", "O", "O"],
  "xyz": [[-1.457998, -0.000199, -0.143100], [0.481925, 0.981822, -0.243203], [2.122690, -0.414393, 0.964941], [2.239519, -1.643906, -0.358886], [-2.969128, 0.851915, 0.400334], [1.686926, -1.022751, 0.231956], [0.744070, -0.489124, -0.501494], [-0.857577, 1.167153, -0.106309], [-0.630293, -1.036246, -0.224300], [-2.763169, -0.047001, 0.040680], [1.403035, 1.652727, -0.060616]],
  "forces_ev_per_a": [[2.86, 1.56, 0.71], [-2.27, -3.92, 0.20], [-0.49, -0.91, -1.07], [0.35, 0.49, 0.92], [0.05, -0.73, -0.59], [0.88, -0.64, 0.71], [-1.58, 2.34, -1.21], [-0.76, 0.33, -0.55], [-2.43, -1.01, 0.33], [0.36, -0.54, 0.21], [3.03, 3.02, 0.33]],
  "nbo_charge": [0.852, 0.740, 0.390, 0.385, 0.523, -0.622, -0.050, -0.669, -0.371, -0.626, -0.553]
}